1.
C48H89F15O30 | the ωB97M-V functional and the def2-TZVPD basis

Structure (XYZ):
```
182
C48H89F15O30 (the ωB97M-V functional and the def2-TZVPD basis)
C 1.9339 -2.2668 4.6626
C 2.2059 -0.7666 4.5083
O 3.6155 -0.6700 4.4054
C 4.1137 -0.3057 3.2419
O 3.4991 0.1020 2.3279
C 5.6873 -0.5030 3.2134
F 6.2195 -0.6219 4.3988
F 5.8146 -1.6080 2.4677
F 6.2447 0.5658 2.6454
H 2.2194 -2.8848 3.8390
H 0.9038 -2.5128 5.0300
H 2.5699 -2.6103 5.4565
H 1.8430 -0.2060 5.3554
H 1.7717 -0.2716 3.6378
C 4.2060 5.8914 -6.6867
C 3.4499 6.4881 -5.5243
O 2.0270 6.2672 -5.6446
C 1.5380 5.1206 -5.1222
O 2.2116 4.3169 -4.6100
C 0.0446 5.0633 -5.6087
F 0.0568 4.8218 -6.9439
F -0.5759 4.0665 -4.9952
F -0.6122 6.2472 -5.3691
H 3.9020 6.1978 -7.6807
H 4.0359 4.8108 -6.6067
H 5.2892 6.0489 -6.5565
H 3.5114 7.6136 -5.5125
H 3.8428 6.0244 -4.5945
C 4.0014 3.6557 -1.4336
C 4.8466 2.4547 -1.0222
O 6.2347 2.8303 -1.1258
C 7.0498 1.8515 -0.6321
O 6.7080 0.8500 -0.0968
C 8.5651 2.2545 -0.9137
F 8.9665 3.3131 -0.2241
F 9.3924 1.2382 -0.7097
F 8.6527 2.4715 -2.2482
H 2.9717 3.3168 -1.4326
H 4.3544 3.8680 -2.4350
H 4.1283 4.5345 -0.7957
H 4.5784 1.6351 -1.6613
H 4.6506 2.0996 -0.0199
C -4.1348 -1.5747 1.5275
C -5.0410 -1.1417 2.6307
O -5.9538 -2.2376 2.9063
C -6.4064 -2.4346 4.1710
O -6.3575 -1.6918 5.0483
C -7.1482 -3.7448 4.2891
F -8.4270 -3.5271 4.6372
F -7.0839 -4.4800 3.1680
F -6.6073 -4.4230 5.2968
H -4.5904 -1.8481 0.5320
H -3.5338 -2.4378 1.8304
H -3.3844 -0.8245 1.2875
H -5.6821 -0.3264 2.3395
H -4.4846 -0.8717 3.4915
C 0.6988 5.6735 -1.4664
C -0.1571 4.8331 -0.5067
O 0.6781 4.1517 0.4241
C 0.3814 4.0965 1.7466
O -0.5280 4.5754 2.3109
C 1.5307 3.2993 2.4727
F 1.7538 3.9641 3.5771
F 1.2135 2.0778 2.8290
F 2.6595 3.1863 1.7369
H 1.3483 5.0874 -2.0552
H 1.3114 6.4110 -0.9192
H 0.0511 6.1962 -2.1352
H -0.6480 4.0460 -1.0994
H -0.7867 5.5032 0.1223
C -1.0866 -4.4134 3.1841
O -2.3763 -4.5778 3.8331
C -2.2645 -4.5500 5.1812
O -1.2505 -4.3258 5.7742
O -3.4026 -4.9114 5.7381
C -3.4738 -4.8518 7.1215
H -1.1519 -5.0786 2.3206
H -0.2249 -4.7154 3.7912
H -0.9297 -3.3647 2.8824
H -4.4087 -5.3532 7.3267
H -3.5147 -3.8474 7.5175
H -2.6176 -5.3980 7.5197
C -1.4505 -2.9210 -5.7134
O -1.5722 -1.6538 -4.9776
C -1.6390 -1.8463 -3.6744
O -1.6693 -2.9021 -3.1012
O -1.8123 -0.6245 -3.0477
C -1.8616 -0.7221 -1.6193
H -0.3863 -3.1398 -5.9158
H -1.9745 -2.7924 -6.6506
H -1.8329 -3.7725 -5.1949
H -2.8679 -0.8872 -1.2090
H -1.3708 0.2007 -1.2689
H -1.2403 -1.5697 -1.4137
C 0.4772 -4.4642 -0.2786
O 1.5485 -3.7747 -1.0455
C 2.5761 -3.4030 -0.3028
O 2.6777 -3.5524 0.9116
O 3.4766 -2.8309 -1.0773
C 4.7041 -2.2977 -0.4294
H -0.2433 -4.7390 -1.0090
H 0.0847 -3.7473 0.4394
H 0.8295 -5.3798 0.1298
H 4.4836 -1.4167 0.1705
H 5.3552 -2.0450 -1.2343
H 5.1790 -3.0285 0.2022
C 2.0318 -1.6861 -3.7398
O 2.5107 -1.1226 -4.9968
C 3.3368 -0.1776 -4.8110
O 3.6725 0.2703 -3.7545
O 3.8209 0.2899 -5.9477
C 4.7766 1.3704 -5.8526
H 2.8686 -2.1587 -3.2856
H 1.2643 -2.4152 -4.0274
H 1.6143 -0.9033 -3.1228
H 4.3348 2.3630 -5.6788
H 5.2259 1.3476 -6.8576
H 5.5424 1.2780 -5.0660
C -3.4692 -5.2314 0.1470
O -2.1596 -5.8568 0.1727
C -2.2229 -7.2807 -0.1290
C -3.1303 -8.0310 0.8255
O -2.7832 -7.7370 2.1504
C -1.5961 -8.3301 2.5731
H -3.3215 -4.1653 0.1916
H -4.0963 -5.6755 0.8968
H -3.9478 -5.4202 -0.8412
H -1.1631 -7.6183 -0.0597
H -2.5915 -7.4185 -1.1612
H -3.0318 -9.1014 0.6000
H -4.1677 -7.7352 0.6469
H -0.7848 -7.9099 1.9923
H -1.6253 -9.4059 2.4505
H -1.4122 -8.1381 3.6439
C -2.3804 7.3326 -2.3501
O -2.7916 6.7131 -1.1330
C -4.0335 6.0067 -1.1578
C -3.8447 4.5062 -1.0745
O -3.3208 4.0928 -2.3508
C -2.9564 2.7058 -2.3666
H -2.4399 6.6565 -3.2163
H -1.3186 7.5317 -2.2039
H -3.0280 8.1926 -2.5296
H -4.6515 6.2430 -2.0077
H -4.6113 6.2164 -0.2388
H -4.8137 3.9737 -0.8945
H -3.1747 4.2444 -0.2319
H -2.1394 2.4666 -1.6593
H -2.5818 2.4768 -3.3609
H -3.7751 1.9777 -2.1759
C -2.1062 -0.9370 4.9141
O -1.3777 0.2599 4.7125
C -2.1030 1.4513 4.8418
C -2.4941 2.0879 3.5325
O -3.5084 1.2981 2.9157
C -3.6218 1.7424 1.5910
H -3.0695 -0.7260 5.4538
H -1.4724 -1.6612 5.4438
H -2.3961 -1.3918 3.9422
H -1.5525 2.1701 5.3963
H -3.0462 1.2803 5.3839
H -1.6439 2.1319 2.8755
H -2.8202 3.1030 3.7392
H -4.5536 1.2941 1.1625
H -2.7491 1.3576 0.9846
H -3.7339 2.7982 1.5137
C 0.9994 1.8623 -3.0094
O 0.5093 0.9443 -2.0781
C 1.4588 0.7784 -1.0492
C 1.0627 -0.3078 -0.1225
O -0.0126 0.0258 0.7151
C -0.2754 -1.0076 1.6367
H 1.9686 1.6291 -3.4011
H 1.0102 2.8923 -2.6505
H 0.3263 1.7099 -3.8239
H 1.5891 1.7765 -0.5905
H 2.4017 0.4938 -1.4909
H 1.9353 -0.5908 0.4622
H 0.7737 -1.1354 -0.7918
H -0.3853 -1.9149 1.0872
H -1.1895 -0.6360 2.1627
H 0.3309 -1.1484 2.4759
```

Computed properties:
HOMO energy: -9.76 eV
frontier orbital gap: 10.2 eV
total energy: -5637.42664 a.u.

Results of the Mulliken charge analysis, in e, for atoms 1 through 5: -1.12, 0.82, -0.37, 0.24, -0.26

2.
C5H11N | the ωB97M-V functional and the def2-TZVPD basis

Structure (XYZ):
```
17
C5H11N (the ωB97M-V functional and the def2-TZVPD basis)
C 1.2460 -1.8651 -0.0243
C 0.0341 -1.4795 0.3557
C -0.1992 -0.2388 1.1753
N -0.3288 0.9357 0.3177
C 0.8409 1.1884 -0.5029
C -1.5666 0.9809 -0.4409
H 1.4109 -2.6156 -0.7893
H 2.1287 -1.3938 0.3989
H -0.8429 -1.9525 -0.0806
H 0.6340 -0.0581 1.8668
H -1.1094 -0.3140 1.7823
H 0.8211 2.2269 -0.8441
H 1.7553 1.0427 0.0849
H 0.9250 0.5343 -1.3911
H -1.5353 0.4546 -1.4130
H -1.8400 2.0219 -0.6429
H -2.3739 0.5317 0.1475
```

Computed properties:
SMILES string: C=CCN(C)C
HOMO energy: -8.36 eV
frontier orbital gap: 9.5 eV
total energy: -251.81332 a.u.

Results of the natural (NBO) charge analysis, in e, for atoms 1 through 5: -0.39, -0.20, -0.25, -0.43, -0.42

3.
C44H41IrN6S | the ωB97M-V functional and the def2-TZVPD basis

Structure (XYZ):
```
93
C44H41IrN6S (the ωB97M-V functional and the def2-TZVPD basis)
Ir 0.9896 0.0642 0.1232
C -0.0256 2.3298 2.0480
N 0.2483 1.9385 0.6846
C -0.1625 2.6790 -0.3206
C -0.0253 2.1804 -1.6242
C -0.3301 2.7242 -2.8961
C -0.0778 1.7267 -3.8141
C 0.3793 0.6098 -3.0915
N 0.4147 0.8781 -1.7861
C -0.3218 3.7895 2.2700
C -1.5742 4.2269 2.6791
C -1.8018 5.5751 2.8986
C -0.7812 6.4902 2.7060
C 0.4738 6.0580 2.3096
C 0.7025 4.7125 2.0947
H 0.8426 2.0504 2.6580
H -0.8715 1.7243 2.3999
H -0.6289 3.6450 -0.1585
H -0.6828 3.7160 -3.0870
H -0.2064 1.7715 -4.8757
H 0.6832 -0.3458 -3.4788
H -2.3685 3.5120 2.8327
H -2.7763 5.9116 3.2198
H -0.9615 7.5406 2.8676
H 1.2753 6.7666 2.1698
H 1.6811 4.3640 1.7951
C -2.2463 -1.9919 -3.4148
C -3.1520 -3.0597 -2.8809
C -3.8045 -3.9246 -3.7514
C -4.6947 -4.8766 -3.2903
C -4.9399 -4.9930 -1.9325
C -4.2948 -4.1509 -1.0464
C -3.4065 -3.1870 -1.5117
N -2.8596 -2.2714 -0.5742
C -1.5542 -1.9148 -0.4208
N -0.6598 -2.8432 -0.8486
C 0.7267 -2.8619 -0.9146
C 1.5492 -1.7506 -0.6196
C 2.9285 -1.9246 -0.7907
C 3.4799 -3.1268 -1.1774
C 2.6546 -4.2111 -1.4375
C 1.2861 -4.0971 -1.3223
C 0.4238 -5.2896 -1.6244
N -1.2259 -0.8090 0.1694
C -2.2270 0.1347 0.4699
C -2.6976 0.9687 -0.5439
C -3.5909 1.9818 -0.2623
C -4.0390 2.1663 1.0348
C -3.6181 1.3055 2.0349
C -2.7241 0.2751 1.7735
C -2.3101 -0.6858 2.8427
H -2.4810 -1.7908 -4.4565
H -1.1985 -2.2889 -3.3564
H -2.3664 -1.0703 -2.8482
H -3.6266 -3.8240 -4.8116
H -5.2037 -5.5195 -3.9909
H -5.6391 -5.7283 -1.5675
H -4.4862 -4.2195 0.0136
H -3.5307 -1.6964 -0.0824
H -1.1013 -3.7021 -1.1611
H 3.6038 -1.1080 -0.5927
H 4.5492 -3.2247 -1.2676
H 3.0838 -5.1538 -1.7354
H 1.0527 -6.1148 -1.9475
H -0.2870 -5.0879 -2.4273
H -0.1204 -5.6159 -0.7376
H -2.3510 0.8139 -1.5545
H -3.9261 2.6307 -1.0552
H -4.7110 2.9786 1.2639
H -3.9896 1.4332 3.0421
H -2.6418 -0.3442 3.8188
H -1.2286 -0.8101 2.8502
H -2.7521 -1.6657 2.6611
C 3.4106 1.8180 -1.6004
C 4.0102 1.4766 -0.2805
C 5.3295 1.7726 -0.0166
C 5.8938 1.4408 1.2119
C 5.1001 0.7791 2.1621
C 5.5962 0.3965 3.4218
C 4.8029 -0.3079 4.3330
C 3.5153 -0.6318 4.0043
C 2.9692 -0.2484 2.7492
S 1.3505 -0.7300 2.4384
C 3.7465 0.4782 1.8133
N 3.2192 0.8427 0.6286
H 4.1421 2.3181 -2.2288
H 2.5514 2.4753 -1.4749
H 3.0725 0.9120 -2.1054
H 5.9213 2.2647 -0.7718
H 6.9219 1.6776 1.4289
H 6.6117 0.6552 3.6787
H 5.2093 -0.5967 5.2905
H 2.8790 -1.1855 4.6754
```

Computed properties:
HOMO energy (spin up / spin down): -10.04 / -10.03 eV
spin multiplicity: 2
charge: +1
frontier orbital gap (spin up / spin down): 6.5 / 4.7 eV
total energy: -2532.22657 a.u.

Results of the Mulliken charge analysis, in e, for atoms 1 through 5: 1.75, -0.03, 0.52, 0.12, -0.58

4.
C48H126N8O19 | the ωB97M-V functional and the def2-TZVPD basis

Structure (XYZ):
```
201
C48H126N8O19 (the ωB97M-V functional and the def2-TZVPD basis)
C 4.6999 -1.1976 1.6204
O 3.3922 -1.6797 1.6528
C 2.9278 -2.0453 2.8926
C 1.7026 -2.8596 2.8602
N 0.5255 -2.2045 2.4657
C 0.0877 -1.1872 3.4581
C -1.3603 -0.8244 3.4199
O -2.1568 -2.0804 3.5043
C -3.4245 -1.9119 4.1624
H 5.3592 -2.0072 1.9566
H 4.8489 -0.3894 2.2877
H 4.9207 -0.9040 0.6046
H 2.5920 -1.1527 3.4657
H 3.7210 -2.4621 3.5161
H 1.5819 -3.2006 3.8707
H 1.8457 -3.7550 2.2514
H -0.2480 -2.8117 2.3164
H 0.6614 -0.2668 3.2351
H 0.3358 -1.4737 4.4936
H -1.5665 -0.3561 2.4396
H -1.6681 -0.1523 4.2320
H -3.9605 -2.8866 4.0950
H -4.1387 -1.2372 3.6307
H -3.2259 -1.4913 5.1075
C -5.0847 4.8856 4.7626
O -4.9216 5.1089 3.3920
C -4.8314 3.9847 2.5232
C -4.0737 4.4212 1.2837
N -2.6799 4.7805 1.5720
C -1.9901 5.3180 0.4035
C -0.4508 5.2445 0.6606
O 0.0722 6.2181 1.5331
C 1.0960 5.7298 2.4176
H -5.9010 4.1666 4.9886
H -5.3148 5.8193 5.2175
H -4.0524 4.4966 5.1301
H -5.8448 3.6987 2.2642
H -4.3629 3.1686 3.0367
H -4.6223 5.2687 0.9314
H -4.0826 3.5276 0.6447
H -2.7558 5.4721 2.3174
H -2.2554 6.2977 0.0553
H -2.1994 4.5961 -0.4213
H -0.0311 5.5138 -0.2819
H -0.2129 4.2494 1.0757
H 1.4763 6.6451 2.9390
H 1.8800 5.2791 1.8215
H 0.6965 4.9948 3.0708
C 3.9245 7.7714 4.7481
O 4.1511 6.8126 3.7618
C 5.4926 6.7078 3.4805
C 5.6041 6.0557 2.0960
N 4.8913 4.7899 2.1660
C 4.7918 4.1495 0.9162
C 4.1413 2.8490 1.0604
O 2.7472 3.0295 1.4155
C 2.2398 1.9065 2.1077
H 4.1212 8.7964 4.4214
H 4.6410 7.6606 5.5746
H 2.9735 7.5808 5.1960
H 5.9196 6.0609 4.2716
H 6.0353 7.6566 3.4241
H 6.7113 5.8645 1.8555
H 5.1831 6.8385 1.4325
H 3.9806 4.8968 2.5984
H 5.8256 3.9519 0.5283
H 4.2711 4.7179 0.0875
H 4.6136 2.1817 1.7851
H 4.0956 2.2423 0.1025
H 2.3451 1.0189 1.4263
H 1.1500 2.1878 2.1979
H 2.8364 1.7565 2.9856
C 0.5709 -2.1608 -4.6004
O 0.6647 -2.5160 -3.2221
C 1.9898 -2.1886 -2.6313
C 1.9071 -2.3447 -1.1528
N 1.3887 -1.1762 -0.4209
C -0.0788 -1.1355 -0.5745
C -0.5083 0.2421 0.0358
O -1.9110 0.2656 0.1131
C -2.4181 1.5621 0.1785
H -0.4568 -2.5988 -4.9054
H 1.3604 -2.6423 -5.1394
H 0.5882 -1.0840 -4.7505
H 2.3136 -1.0906 -2.7871
H 2.8396 -2.7525 -3.0224
H 2.9416 -2.4913 -0.8234
H 1.2816 -3.1845 -0.8924
H 1.6794 -1.1915 0.5397
H -0.6051 -1.9185 -0.0320
H -0.3728 -1.1365 -1.6395
H -0.2285 1.0915 -0.5226
H -0.0359 0.4049 1.0062
H -3.4790 1.4804 -0.0774
H -1.9873 2.2730 -0.5059
H -2.2832 1.9386 1.1987
C -8.2273 0.0736 -2.3041
O -7.1379 -0.4025 -1.5994
C -7.0992 -1.7417 -1.2160
C -5.8385 -1.8910 -0.4275
N -4.7176 -2.0598 -1.3053
C -3.4338 -2.3792 -0.6036
C -3.0948 -3.8055 -0.7765
O -4.1529 -4.6594 -0.1856
C -3.9597 -6.0294 -0.6126
H -8.5381 -0.5823 -3.1348
H -7.8307 1.0178 -2.8253
H -8.9513 0.4307 -1.5910
H -6.9999 -2.4463 -2.0653
H -8.0047 -1.9582 -0.6219
H -5.9468 -2.7630 0.2576
H -5.6875 -1.0101 0.2086
H -4.5757 -1.2177 -1.8375
H -3.4983 -2.0430 0.5008
H -2.5961 -1.8741 -1.0751
H -2.3147 -4.2094 -0.1765
H -3.0564 -3.9367 -1.8897
H -4.4210 -6.6631 0.1311
H -2.8878 -6.1824 -0.6069
H -4.4062 -6.1547 -1.5863
C 6.5249 -3.1281 -1.9283
O 5.8605 -1.9081 -2.0214
C 6.3137 -1.1876 -3.1324
C 6.0376 0.2346 -2.7318
N 6.9827 0.5234 -1.6510
C 7.0423 1.9201 -1.2699
C 7.9387 1.9641 -0.0458
O 7.1301 1.4964 1.0531
C 7.4452 1.9325 2.3970
H 5.9674 -3.7043 -1.1904
H 7.5592 -3.0835 -1.5949
H 6.4905 -3.6495 -2.9361
H 5.8846 -1.5727 -4.0367
H 7.4036 -1.2900 -3.1669
H 5.0366 0.5181 -2.4373
H 6.3653 0.8627 -3.5397
H 6.6038 0.0766 -0.8495
H 6.1149 2.3719 -0.9446
H 7.2816 2.5032 -2.1389
H 8.3898 2.9407 0.2513
H 8.7871 1.2769 -0.1864
H 6.9023 2.9256 2.6374
H 8.4843 2.0815 2.6193
H 7.0712 1.1267 3.1275
C -4.8914 0.5349 -4.0994
O -3.8552 -0.4357 -3.7936
C -2.7346 0.2140 -3.2892
C -1.8370 0.7108 -4.4123
N -0.4944 1.2615 -4.2089
C 0.0088 1.6600 -5.5451
C 1.4593 2.0688 -5.5406
O 2.2298 0.9613 -5.2425
C 3.5233 1.4365 -4.7331
H -4.6921 1.0001 -5.0854
H -4.9750 1.2330 -3.2486
H -5.8409 0.0073 -4.2033
H -2.1386 -0.4671 -2.6955
H -3.1204 1.0507 -2.7311
H -2.3902 1.4710 -5.0031
H -1.6945 -0.0906 -5.0986
H 0.1317 0.6501 -3.6892
H -0.5181 2.5731 -5.8164
H -0.2223 0.8203 -6.2732
H 1.5290 2.8565 -4.7570
H 1.8130 2.5711 -6.4955
H 3.3972 2.1201 -3.8491
H 4.0618 2.0293 -5.4756
H 4.1141 0.5911 -4.3439
C -0.4940 -5.7170 1.3942
O -1.0984 -4.7626 2.2489
C -1.6333 -5.3483 3.3714
C -2.8470 -6.2265 3.0592
N -3.9931 -5.4639 2.5802
C -5.2897 -6.1121 2.6618
C -6.4187 -5.2476 2.1985
O -7.6826 -5.7974 2.5091
C -8.7405 -5.0006 2.1325
H 0.2669 -5.2490 0.8043
H -1.2616 -6.2039 0.8285
H 0.0120 -6.6102 1.8533
H -1.9166 -4.4457 3.9701
H -0.8331 -5.9330 3.7952
H -3.1730 -6.7053 4.0135
H -2.6496 -7.0528 2.3659
H -3.6843 -5.2197 1.6561
H -5.4808 -6.3846 3.6893
H -5.3726 -7.1331 2.2318
H -6.3081 -5.2783 1.0978
H -6.2425 -4.1671 2.4492
H -9.7068 -5.6026 2.2205
H -8.6493 -4.6627 1.1044
H -8.8708 -4.1062 2.7781
O 2.9999 1.1845 -1.2647
H 2.4715 0.4090 -0.9885
H 2.4347 2.0018 -1.2503
O -0.4326 -3.3566 -8.1182
H 0.0526 -2.7089 -8.6966
H -1.2060 -2.8626 -7.8181
O 3.5071 -0.9545 -6.9437
H 2.7838 -0.4636 -6.5212
H 3.4986 -1.8691 -6.6121
```

Computed properties:
SMILES string: COCCNCCOC.COCCNCCOC.COCCNCCOC.COCCNCCOC.COCCNCCOC.COCCNCCOC.COCCNCCOC.COCCNCCOC.O.O.O
HOMO energy: -8.36 eV
frontier orbital gap: 8.9 eV
total energy: -3771.53775 a.u.

Results of the Mulliken charge analysis, in e, for atoms 1 through 5: -1.14, 0.19, -1.17, -0.81, 1.04

Which of these has the highest total energy? C5H11N